Density functional theory data (wB97M-V/def2-TZVPD) for a cluster of 16 separate species, C23H61ClFIN15O30S in total in a non-equilibrium geometry.

The geometry in XYZ format:
```
133
Properties=species:S:1:pos:R:3:mulliken_charge:R:1
C -3.2714 2.0086 3.1741 -1.17
C -2.1563 0.9769 3.3124 0.71
Cl -1.8133 0.7619 5.0794 -0.27
C -2.5144 -0.4248 2.8004 -1.01
S -2.0022 -0.6821 1.0664 0.34
C -1.2481 -2.3464 1.0531 -0.13
C -1.9816 -3.3770 0.1877 -0.65
C -3.1398 -3.9863 0.9908 -1.32
I -0.6220 -4.9655 -0.2771 0.19
C -3.4809 -0.6436 -0.0092 0.37
C -4.5288 0.3037 0.5278 -1.53
F -3.0015 -0.1816 -1.2206 -0.33
H -3.3987 2.6025 4.0733 0.45
H -4.2260 1.5176 2.9919 0.04
H -3.0835 2.7132 2.3613 0.36
H -1.2159 1.3162 2.8837 0.35
H -1.9153 -1.1407 3.3629 0.19
H -3.5575 -0.6950 2.9601 0.62
H -0.2354 -2.2358 0.6835 -0.11
H -1.2471 -2.7135 2.0765 0.41
H -2.3475 -2.9732 -0.7532 0.59
H -2.7287 -4.5196 1.8477 0.50
H -3.6634 -4.7216 0.3820 0.44
H -3.8445 -3.2183 1.3213 0.29
H -3.9175 -1.6255 -0.1824 0.27
H -5.1590 -0.2159 1.2416 0.44
H -4.0976 1.2216 0.9140 0.40
H -5.1515 0.5833 -0.3199 0.44
C 3.4426 -1.2039 1.5658 -0.80
N 2.0645 -1.2526 2.1267 0.89
O 1.4817 -2.3195 2.1478 -0.53
O 1.5855 -0.2141 2.5431 -0.38
H 3.7182 -2.2029 1.2470 0.36
H 3.4325 -0.5087 0.7303 0.20
H 4.0991 -0.8486 2.3548 0.32
C -7.9157 2.4916 2.8760 -0.80
N -7.1611 1.3999 2.2019 0.94
O -7.1690 1.3631 0.9856 -0.49
O -6.5785 0.6050 2.9127 -0.54
H -8.3747 3.1099 2.1138 0.33
H -8.6624 2.0221 3.5095 0.33
H -7.2032 3.0579 3.4709 0.24
C 1.3519 -0.9248 -1.9394 -1.05
N 2.7674 -0.6429 -2.2993 0.91
O 3.3995 0.0995 -1.5629 -0.60
O 3.2115 -1.1664 -3.2892 -0.42
H 1.1226 -0.3844 -1.0262 0.45
H 0.7252 -0.5890 -2.7603 0.39
H 1.2600 -1.9995 -1.7991 0.24
C 2.7435 -3.8785 -5.4858 -0.65
N 1.3990 -4.0131 -4.8598 0.87
O 0.9031 -5.1162 -4.8098 -0.50
O 0.8840 -2.9940 -4.4390 -0.52
H 3.0685 -4.8598 -5.8099 0.33
H 2.6433 -3.1973 -6.3252 0.29
H 3.4105 -3.4675 -4.7340 0.19
C 6.4805 -2.1052 -2.3100 -0.27
N 6.3997 -3.2594 -1.3774 0.99
O 6.2622 -4.3675 -1.8488 -0.56
O 6.4686 -3.0108 -0.1883 -0.59
H 6.4011 -2.4727 -3.3246 0.27
H 5.6501 -1.4468 -2.0646 -0.04
H 7.4229 -1.6112 -2.1480 0.24
C 0.6066 -8.4710 -3.3400 -0.69
N 1.6038 -9.4005 -3.9389 0.90
O 1.7181 -9.4028 -5.1452 -0.52
O 2.2339 -10.0911 -3.1677 -0.53
H 0.1243 -7.9201 -4.1388 0.29
H -0.1100 -9.0727 -2.7891 0.28
H 1.1470 -7.8028 -2.6764 0.27
C 1.5745 3.0650 3.8922 -0.49
N 1.4588 4.1420 2.8733 1.05
O 0.3879 4.7024 2.7617 -0.57
O 2.4483 4.3814 2.2148 -0.59
H 0.6195 2.9688 4.3956 0.20
H 1.8367 2.1517 3.3643 0.17
H 2.3522 3.3454 4.5919 0.23
C -8.0455 -0.8040 -1.1440 -0.51
N -9.4831 -0.6190 -1.4816 0.96
O -10.3036 -1.1069 -0.7394 -0.54
O -9.7234 0.0296 -2.4786 -0.55
H -7.9805 -1.3815 -0.2287 0.35
H -7.5745 -1.3276 -1.9716 0.32
H -7.6215 0.1848 -1.0120 -0.03
C 10.9205 -0.5963 -4.1947 -0.75
N 9.5521 -0.7455 -3.6305 0.89
O 9.0782 -1.8622 -3.5609 -0.54
O 8.9865 0.2666 -3.2723 -0.50
H 11.2864 -1.5790 -4.4656 0.32
H 10.8425 0.0505 -5.0635 0.29
H 11.5389 -0.1408 -3.4274 0.29
C 0.2210 -2.1685 5.2635 0.06
N 0.0193 -3.3691 6.1186 0.97
O -0.2580 -4.4119 5.5604 -0.56
O 0.1399 -3.2159 7.3118 -0.56
H 0.0844 -2.4659 4.2302 -0.29
H -0.5111 -1.4233 5.5638 0.12
H 1.2303 -1.8041 5.4304 0.34
C 4.8590 2.3940 -3.1653 -0.34
N 4.3254 3.1659 -4.3193 0.91
O 4.0087 4.3204 -4.1410 -0.54
O 4.2471 2.5697 -5.3753 -0.53
H 4.8775 3.0400 -2.2953 0.30
H 4.2035 1.5458 -3.0067 -0.10
H 5.8597 2.0646 -3.4308 0.33
C 2.8957 6.2436 7.4721 -0.73
N 2.0266 5.2963 6.7224 0.86
O 1.0943 5.7488 6.0941 -0.50
O 2.3094 4.1154 6.7870 -0.52
H 2.5193 7.2473 7.3168 0.30
H 2.8533 5.9621 8.5198 0.29
H 3.9038 6.1351 7.0841 0.30
C 5.6067 2.9844 -8.5012 -0.60
N 6.6058 2.0152 -9.0291 0.85
O 6.7661 1.9592 -10.2281 -0.52
O 7.1962 1.3400 -8.2097 -0.53
H 5.1631 3.5129 -9.3364 0.31
H 4.8612 2.4183 -7.9520 0.22
H 6.1329 3.6657 -7.8403 0.26
C -7.8300 2.9893 -3.1065 -0.49
N -7.8463 4.1344 -2.1553 0.91
O -6.7824 4.6470 -1.8714 -0.54
O -8.9253 4.4698 -1.7205 -0.52
H -6.8029 2.8047 -3.3991 0.28
H -8.2556 2.1335 -2.5902 0.04
H -8.4398 3.2581 -3.9632 0.32
C -3.7607 5.3142 6.9478 -0.72
N -4.6371 5.0307 5.7790 0.85
O -5.3088 5.9307 5.3377 -0.51
O -4.6189 3.8934 5.3377 -0.53
H -3.8854 6.3546 7.2216 0.30
H -4.0694 4.6534 7.7522 0.29
H -2.7385 5.1051 6.6452 0.28
```

As for the highest occupied orbital energy: -12.209 eV. The charge is +1. The LUMO energy is -3.056 eV. Its orbital gap is 9.2 eV. As for the multiplicity: 1. Its energy is -5245.7325 Ha.